Density functional theory data (wB97M-V/def2-TZVPD) for C27H78N2O31P7Ti as an isolated structure in a non-equilibrium geometry.

```
146
Properties=species:S:1:pos:R:3:mulliken_spin:R:1
Ti -11.396 -23.448 1.848 -0.681
N -8.710 -23.345 -2.887 1.508
O -8.131 -24.636 -2.835 0.440
O -11.945 -24.038 0.147 0.646
O -9.548 -22.891 0.933 1.024
C -17.081 -21.890 3.083 0.000
O -15.685 -21.904 2.644 -0.002
P -14.795 -22.871 1.811 -0.011
O -13.623 -23.350 2.575 -0.013
O -15.808 -24.019 1.358 0.000
C -15.499 -25.305 0.717 0.006
O -14.654 -22.010 0.405 0.001
C -15.899 -21.528 -0.083 0.000
H -17.252 -20.910 3.498 0.000
H -17.188 -22.757 3.737 0.000
H -17.762 -22.047 2.242 0.000
H -14.914 -25.147 -0.172 -0.001
H -16.481 -25.743 0.538 0.000
H -14.961 -25.874 1.455 -0.001
H -16.676 -22.260 0.131 0.000
H -15.877 -21.421 -1.166 0.000
H -16.154 -20.585 0.372 0.000
C -7.645 -24.544 2.985 0.017
O -8.530 -24.467 4.193 0.001
P -9.545 -23.343 4.603 -0.027
O -10.795 -23.016 3.853 -0.010
O -9.723 -23.581 6.128 0.000
C -10.969 -24.102 6.733 0.002
O -8.706 -22.019 4.470 0.010
C -7.391 -21.856 5.083 0.002
H -7.134 -23.592 2.947 0.002
H -8.162 -24.742 2.059 -0.013
H -6.927 -25.321 3.253 0.001
H -10.769 -24.077 7.796 0.000
H -11.127 -25.112 6.376 0.000
H -11.787 -23.457 6.449 -0.001
H -7.467 -20.926 5.631 0.000
H -6.680 -21.807 4.271 -0.001
H -7.148 -22.656 5.737 0.000
C -14.925 -26.027 8.860 0.000
O -14.072 -25.810 7.729 0.000
P -13.886 -26.891 6.614 0.000
O -15.107 -27.430 5.998 0.000
O -13.031 -26.099 5.602 -0.004
C -13.609 -24.998 4.927 0.001
O -12.851 -27.897 7.181 0.000
C -12.710 -29.191 6.561 0.000
H -15.928 -25.677 8.707 0.000
H -14.471 -25.409 9.665 0.000
H -15.013 -27.087 9.150 0.000
H -14.345 -25.373 4.225 0.000
H -12.839 -24.491 4.376 -0.007
H -14.047 -24.310 5.627 0.000
H -12.370 -29.832 7.366 0.000
H -11.971 -29.141 5.776 0.000
H -13.664 -29.532 6.175 0.000
C -7.952 -26.796 -0.250 0.004
O -9.376 -27.113 0.013 -0.001
P -10.205 -26.883 1.311 -0.001
O -10.325 -25.494 1.779 0.009
O -11.487 -27.680 0.980 0.000
C -12.708 -27.153 0.433 0.006
O -9.463 -27.670 2.482 0.001
C -10.202 -27.547 3.747 0.001
H -7.347 -27.360 0.446 -0.002
H -7.863 -25.698 -0.240 -0.003
H -7.772 -27.108 -1.303 0.003
H -13.287 -26.604 1.195 -0.005
H -13.211 -28.010 0.054 0.000
H -12.512 -26.461 -0.386 -0.002
H -10.998 -26.783 3.783 0.001
H -9.486 -27.216 4.488 0.000
H -10.697 -28.507 3.987 0.000
C -11.319 -25.722 -3.293 0.020
O -11.672 -26.867 -4.082 -0.001
P -12.079 -28.263 -3.570 0.007
O -12.944 -28.282 -2.375 0.000
O -12.619 -29.071 -4.778 0.000
C -13.667 -28.647 -5.695 0.000
O -10.665 -28.903 -3.339 0.001
C -10.422 -29.807 -2.252 0.000
H -12.200 -25.133 -3.225 0.001
H -10.481 -25.161 -3.717 -0.006
H -10.990 -26.030 -2.294 -0.001
H -14.656 -28.712 -5.232 0.000
H -13.624 -29.380 -6.483 0.000
H -13.423 -27.666 -6.001 0.000
H -11.001 -29.408 -1.375 0.000
H -9.355 -29.693 -2.103 0.001
H -10.738 -30.790 -2.501 0.000
C -6.917 -20.624 0.686 -0.007
O -6.683 -19.276 0.988 -0.003
P -5.802 -18.917 2.248 -0.001
O -5.022 -20.011 2.831 0.000
O -6.882 -18.284 3.226 0.000
C -6.525 -17.940 4.599 0.000
O -4.969 -17.700 1.804 0.000
C -3.784 -17.827 1.034 0.000
H -7.390 -20.755 -0.295 0.001
H -7.598 -21.047 1.418 0.044
H -5.965 -21.150 0.682 0.003
H -6.018 -18.770 5.064 0.000
H -7.483 -17.788 5.046 0.000
H -5.839 -17.112 4.620 0.000
H -2.871 -17.715 1.637 0.000
H -3.798 -16.965 0.369 0.000
H -3.790 -18.759 0.514 0.000
C -9.940 -19.464 3.501 -0.018
O -11.173 -19.110 2.778 0.000
P -11.649 -19.954 1.518 0.005
O -12.028 -21.329 1.813 0.010
O -12.810 -19.038 1.080 0.000
C -13.925 -19.021 2.003 0.000
O -10.559 -19.786 0.430 0.008
C -10.589 -20.778 -0.615 -0.006
H -10.160 -19.334 4.555 0.000
H -9.192 -18.706 3.214 -0.001
H -9.667 -20.487 3.185 0.025
H -13.998 -18.038 2.473 0.000
H -13.819 -19.805 2.764 0.000
H -14.804 -19.092 1.377 0.000
H -11.550 -20.615 -1.079 0.003
H -10.447 -21.799 -0.275 0.024
H -9.774 -20.522 -1.291 -0.002
C -13.988 -18.447 7.043 0.000
C -12.748 -19.289 7.187 0.000
N -13.015 -20.674 7.429 0.000
C -13.744 -21.319 6.340 0.000
C -12.927 -21.346 5.046 0.001
C -13.591 -21.060 8.696 0.000
C -13.075 -22.402 9.255 0.000
H -14.570 -18.794 6.193 0.000
H -13.877 -17.359 6.911 0.000
H -14.580 -18.677 7.949 0.000
H -12.096 -19.236 6.314 0.000
H -12.199 -18.977 8.076 0.000
H -13.876 -22.370 6.580 0.000
H -14.697 -20.883 6.062 0.000
H -11.866 -21.550 5.192 0.000
H -13.360 -22.042 4.326 -0.006
H -12.875 -20.361 4.593 0.000
H -14.689 -20.988 8.777 0.000
H -13.267 -20.406 9.501 0.000
H -13.403 -22.542 10.272 0.000
H -11.971 -22.367 9.229 0.000
H -13.302 -23.237 8.607 0.000
```

Calculated values
E = -183863.411 eV
LUMO energy (spin up / spin down) = -0.0024 / -0.0203 hartree
Multiplicity = 4
HOMO (spin up / spin down) = -4.098 / -6.816 eV
Largest force on an atom = 8.369 eV/Å